# 1
Formula: C4H3NO3
Source: the Open Molecules 2025 dataset
Level of theory: ωB97M-V with the def2-TZVPD basis set

```
11
Properties=species:S:1:pos:R:3:forces:R:3
N 2.863 1.058 -1.273 -0.2 0.0 0.2
H -2.053 -0.662 0.492 0.0 0.0 -0.1
C 2.048 0.621 -0.592 0.1 -0.3 -0.8
O -0.540 0.373 -0.505 0.2 0.3 0.6
O 1.206 -0.990 0.928 -0.4 0.1 -0.8
C 1.048 0.032 0.297 0.6 1.5 2.0
C -1.396 -0.763 -0.376 -0.4 -0.1 0.0
O -0.468 1.728 1.701 0.0 -0.1 -0.6
C 0.083 1.124 0.895 0.1 -1.6 -0.7
H -0.806 -1.677 -0.277 0.1 0.1 0.1
H -1.984 -0.843 -1.290 0.0 0.1 0.1
```
Positions in Å, forces in eV/Å.

Molar mass, g mol⁻¹: 113.1
E_tot, hartree: -434.57432

---

# 2
Formula: C6H34FeO20
Source: the Open Molecules 2025 dataset
Level of theory: ωB97M-V with the def2-TZVPD basis set

```
61
Properties=species:S:1:pos:R:3:forces:R:3
H -2.977 -1.326 1.096 0.5 -0.4 -0.5
O -3.831 -1.341 1.528 -0.5 -0.1 0.4
O -1.944 -4.174 2.707 0.1 -0.5 0.5
H -4.146 -0.439 1.466 0.0 0.2 0.0
O -1.372 -2.463 0.002 1.2 1.4 -1.0
C -0.847 -1.280 -0.187 -1.6 -3.2 -2.6
H 2.724 -1.124 -3.347 -0.3 -0.3 -0.3
H 0.349 0.450 3.235 0.0 0.5 -1.1
O 1.354 5.188 0.476 0.1 0.8 0.1
H -1.739 4.489 0.511 0.1 0.0 -0.5
O 1.487 -3.637 0.432 0.7 -0.4 -0.6
O -0.095 1.597 1.857 0.5 2.0 1.4
C 0.000 1.438 -0.615 -0.7 -5.0 1.9
H -1.956 1.581 5.089 0.1 -0.1 0.2
H -0.443 -0.934 -6.075 0.1 0.0 -0.1
C -0.770 -0.485 0.897 0.8 3.8 2.1
O 0.505 0.230 4.153 0.0 0.3 0.9
O -0.645 -2.031 5.007 -0.1 -0.6 0.2
H 2.941 2.140 0.433 -0.4 -0.4 -0.6
O 0.324 2.657 -0.632 1.5 3.5 0.6
O -2.190 1.482 4.166 -0.6 0.4 0.0
H 0.592 -3.315 0.319 -0.7 0.1 -0.2
O 3.372 -0.634 -2.841 0.5 0.6 0.1
H 3.528 -1.173 -2.066 -0.1 -0.2 0.2
O 2.712 2.719 1.160 0.5 0.2 0.3
O -1.294 4.071 1.249 -0.3 0.8 0.4
H 0.785 3.107 -4.018 -0.7 -0.4 0.0
H 3.509 2.769 1.687 0.1 0.0 0.4
O 1.435 3.210 -4.713 0.6 0.5 -0.3
H -0.985 -3.844 -2.239 0.1 0.8 0.2
H 1.271 -2.607 -4.063 -0.6 0.1 0.6
O -0.127 -1.546 -2.566 -1.3 0.0 1.3
H -1.996 3.653 1.747 -0.1 -0.6 0.4
H -0.474 3.735 -2.831 -0.1 0.1 0.4
H -1.110 -0.785 1.877 -0.1 -0.5 0.2
H 0.624 -1.930 2.171 -0.3 0.3 -0.4
H -1.613 -3.296 2.517 0.0 0.2 -0.3
O 1.305 -2.268 2.752 0.6 0.0 0.3
C -0.391 -0.741 -1.563 1.2 -4.5 -1.1
H 1.593 -2.619 -5.542 -0.1 0.0 -0.2
H -1.030 -5.232 -1.636 0.1 0.0 0.2
H -0.774 2.278 -2.549 -0.1 -0.4 0.4
Fe 0.735 3.422 1.316 -1.4 -2.6 -1.1
H 1.202 5.318 -0.460 -0.2 -0.4 -0.5
H -1.369 1.246 3.735 0.4 0.0 -0.3
H -0.618 -0.837 -4.575 0.1 -0.3 1.0
O -0.936 2.975 -3.185 -0.3 0.7 -0.8
O -1.397 -4.702 -2.343 -0.2 -0.6 -0.5
H 1.398 0.528 4.324 0.2 -0.2 0.1
O 2.000 -2.685 -4.678 0.5 0.0 -0.2
H 2.147 2.621 -4.464 0.2 -0.2 0.0
C 0.073 0.517 -1.735 -0.5 4.4 3.0
H 1.729 -3.364 1.317 0.0 0.0 0.4
H 0.446 0.870 -2.685 0.2 -0.3 -0.1
H -1.315 -1.853 5.666 -0.2 -0.2 0.0
H -0.450 -1.175 4.625 0.4 0.6 -0.1
C -0.340 0.838 0.826 0.6 -0.2 -4.7
H 0.832 -2.564 3.529 -0.2 -0.2 0.4
H -2.855 -4.155 2.414 -0.1 0.2 -0.2
H 1.971 5.878 0.718 0.2 0.1 0.3
O -0.913 -0.448 -5.398 -0.2 0.3 -0.6
```
Positions in Å, forces in eV/Å.

2S+1: 6
Molar mass, g mol⁻¹: 482.2
E_tot, hartree: -3017.55941
Net charge: -1
<S²>: 8.782

---

# 3
Formula: C5H8O
Source: the Open Molecules 2025 dataset
Level of theory: ωB97M-V with the def2-TZVPD basis set

```
14
Properties=species:S:1:pos:R:3:forces:R:3
H 1.229 1.617 -0.805 0.0 -0.1 -0.3
C 0.416 0.893 -0.701 0.2 0.1 0.0
C -1.233 0.303 1.942 -0.4 0.1 0.0
C 0.634 -0.175 0.344 0.5 -0.3 -0.1
H -1.060 -0.735 2.288 -0.2 0.1 -0.1
H 0.366 -2.264 -0.289 0.0 0.0 -0.2
H 1.285 -0.412 -2.246 -0.2 0.0 -0.1
H -0.526 1.047 2.366 -0.2 0.0 -0.1
H 1.087 -0.195 1.322 -0.2 0.3 0.3
H -0.537 1.436 -0.654 0.2 -0.2 0.2
H -0.502 -0.377 -2.385 0.0 0.1 0.1
C 0.343 -0.314 -1.696 -0.1 -0.1 -0.3
O -2.118 0.608 1.184 0.2 -0.1 0.5
C 0.383 -1.195 -0.471 0.3 -0.1 0.0
```
Positions in Å, forces in eV/Å.

Molar mass, g mol⁻¹: 84.1
E_tot, hartree: -270.44484
SMILES string: C1=CCC1.C=O

---

Which of these has the lowest molar mass? C5H8O

---

Look up the molar mass of the third one. 84.1 g mol⁻¹

---

Repeat the third record exactly.
Formula: C5H8O
Source: the Open Molecules 2025 dataset
Level of theory: ωB97M-V with the def2-TZVPD basis set

```
14
Properties=species:S:1:pos:R:3:forces:R:3
H 1.229 1.617 -0.805 0.0 -0.1 -0.3
C 0.416 0.893 -0.701 0.2 0.1 0.0
C -1.233 0.303 1.942 -0.4 0.1 0.0
C 0.634 -0.175 0.344 0.5 -0.3 -0.1
H -1.060 -0.735 2.288 -0.2 0.1 -0.1
H 0.366 -2.264 -0.289 0.0 0.0 -0.2
H 1.285 -0.412 -2.246 -0.2 0.0 -0.1
H -0.526 1.047 2.366 -0.2 0.0 -0.1
H 1.087 -0.195 1.322 -0.2 0.3 0.3
H -0.537 1.436 -0.654 0.2 -0.2 0.2
H -0.502 -0.377 -2.385 0.0 0.1 0.1
C 0.343 -0.314 -1.696 -0.1 -0.1 -0.3
O -2.118 0.608 1.184 0.2 -0.1 0.5
C 0.383 -1.195 -0.471 0.3 -0.1 0.0
```
Positions in Å, forces in eV/Å.

Molar mass, g mol⁻¹: 84.1
E_tot, hartree: -270.44484
SMILES string: C1=CCC1.C=O

---

What is the formula in the second record? C6H34FeO20